Entry 1:
Formula: C28H10Cl85N2S3
Source: the Open Molecules 2025 dataset
Level of theory: ωB97M-V/def2-TZVPD

```
128
Properties=species:S:1:pos:R:3:forces:R:3
S 1.236332 -4.751682 3.473598 0.0 0.2 -0.2
C 2.022048 -3.491997 2.841359 -0.6 -0.7 0.0
S 2.934953 -2.379600 3.895298 0.3 0.1 0.0
C 1.751272 -0.999492 3.913933 0.0 0.1 -0.6
C 2.379815 0.326811 3.466090 -0.3 -0.2 0.7
C 1.257730 1.382710 3.314770 0.6 -0.2 -0.6
S 1.251791 2.384307 4.797510 0.1 -0.1 -0.3
Cl -0.045288 3.834257 4.443818 0.3 0.2 -0.2
N 2.011435 -3.218785 1.460013 0.4 0.9 -0.4
C 0.920273 -3.288402 0.567757 2.2 -0.3 -1.4
C 1.478686 -2.980824 -0.687453 -0.1 -0.5 2.3
N 2.830345 -2.675261 -0.574639 -0.2 -0.8 2.2
C 3.146943 -2.824814 0.734914 -2.2 0.2 -2.3
H 1.333672 -0.928421 4.920115 0.0 0.0 0.0
H 0.933177 -1.226775 3.225645 0.1 -0.2 0.1
H 2.937003 0.212890 2.537003 -0.1 0.1 -0.1
H 3.099875 0.626393 4.238386 0.2 0.1 -0.2
H 1.354946 1.988254 2.414326 0.0 0.2 0.2
H 0.278295 0.900575 3.284030 -0.1 0.2 0.2
H 2.465192 2.991096 4.788966 -0.2 0.3 -0.6
H -0.082842 -3.550589 0.866683 0.2 -0.2 0.1
H 0.927278 -2.954595 -1.618483 0.3 0.1 0.1
H 4.117960 -2.671014 1.182616 -0.2 -0.1 0.0
C 1.682569 -2.718602 -4.944478 0.1 0.1 0.0
Cl 1.530231 -2.418086 -6.674591 0.0 0.0 0.0
Cl 2.997456 -1.740895 -4.283806 0.0 0.0 -0.1
Cl 0.174057 -2.267348 -4.131603 -0.1 0.0 -0.1
Cl 2.035826 -4.414033 -4.640623 -0.1 -0.1 -0.1
C -3.318404 -1.060220 -6.103180 0.0 0.0 0.0
Cl -2.553507 -2.338396 -7.050087 0.0 0.0 0.0
Cl -3.963115 -1.733686 -4.601860 0.2 -0.2 0.0
Cl -2.123649 0.176512 -5.706233 0.0 0.1 0.1
Cl -4.634416 -0.339272 -7.034688 0.0 0.0 0.0
C -7.529144 -0.407538 -2.257951 0.0 0.0 0.0
Cl -8.999984 -1.373720 -2.259174 0.4 0.0 -0.1
Cl -7.921163 1.241855 -1.752746 0.0 0.0 0.0
Cl -6.359039 -1.107262 -1.124810 0.0 0.0 0.0
Cl -6.826088 -0.383269 -3.875398 -0.2 0.1 0.1
C 5.382617 -6.742124 -3.229381 0.1 0.0 0.0
Cl 3.979814 -7.813079 -3.326189 0.0 0.3 -0.2
Cl 4.851452 -5.119127 -2.788040 0.0 0.1 0.1
Cl 6.511785 -7.349171 -2.012949 0.0 -0.1 0.0
Cl 6.195106 -6.698548 -4.794365 0.0 0.0 0.0
C 6.078019 -0.479645 -0.780118 0.1 0.0 -0.1
Cl 5.461174 0.486515 0.583468 0.0 0.0 0.0
Cl 7.449732 0.359822 -1.505258 0.0 0.0 0.0
Cl 6.611754 -2.054394 -0.180302 0.0 0.0 0.0
Cl 4.804347 -0.698226 -1.965861 0.2 0.2 0.1
C 4.118464 -10.015720 0.359085 0.0 -0.1 0.0
Cl 4.057656 -8.274343 0.664356 0.0 0.0 0.0
Cl 3.970392 -10.322389 -1.376190 0.0 -0.2 0.2
Cl 5.656986 -10.658927 0.927431 -0.1 0.1 0.2
Cl 2.781680 -10.800058 1.206142 0.0 0.0 0.0
C -0.020320 5.912768 0.930662 0.1 0.0 0.0
Cl -0.173833 6.789134 -0.581272 0.0 -0.1 0.0
Cl 1.119464 6.760187 1.987784 -0.2 0.0 0.0
Cl -1.609531 5.760528 1.693683 0.2 0.0 -0.1
Cl 0.612786 4.283719 0.632238 0.1 0.1 -0.2
C -3.870849 8.880988 3.923471 0.0 0.0 0.0
Cl -3.617500 10.427656 4.734708 0.0 0.0 0.0
Cl -2.345480 7.973513 3.924522 -0.1 0.1 0.3
Cl -5.124552 7.970403 4.771728 0.1 0.0 0.0
Cl -4.356780 9.145220 2.249866 0.1 0.0 0.2
C 2.911162 7.883880 6.504301 0.1 0.0 0.0
Cl 3.104551 9.566941 6.974400 0.0 0.0 0.0
Cl 2.430821 7.794520 4.802157 0.0 0.0 0.0
Cl 4.437751 7.020703 6.713214 -0.1 0.0 0.1
Cl 1.660171 7.130004 7.492189 -0.1 -0.1 0.1
C 8.636343 -12.392231 -1.279687 0.0 0.0 -0.1
Cl 7.174036 -11.577902 -1.837825 0.1 -0.1 -0.2
Cl 10.015284 -11.859021 -2.246229 0.0 0.0 0.0
Cl 8.923945 -11.990035 0.420217 0.0 0.0 0.0
Cl 8.439533 -14.137733 -1.443056 0.0 0.0 0.0
C -3.288014 10.753096 -1.425443 0.0 0.0 0.0
Cl -3.141294 12.385897 -0.776953 0.0 0.0 0.0
Cl -3.453744 10.819360 -3.178391 0.0 0.0 0.0
Cl -1.848016 9.817712 -0.997161 0.0 0.0 0.0
Cl -4.710080 9.968631 -0.726042 -0.1 0.0 -0.3
C -13.165687 -1.646570 -1.928524 -0.1 0.1 0.0
Cl -12.518377 -2.977051 -2.892041 0.0 0.0 0.0
Cl -13.796087 -2.274183 -0.403079 0.0 0.0 0.0
Cl -11.883846 -0.475940 -1.596980 -0.3 -0.1 0.0
Cl -14.465423 -0.852653 -2.824000 0.0 0.0 0.0
C -2.010489 3.181790 -8.376604 0.0 0.0 0.0
Cl -1.722815 4.261316 -9.741178 0.0 0.0 0.0
Cl -1.971412 1.506074 -8.923356 0.0 0.0 -0.2
Cl -0.752805 3.427288 -7.154895 0.0 0.0 0.0
Cl -3.590386 3.530405 -7.666706 0.0 0.0 0.0
C -1.263654 1.369179 8.402821 -0.1 0.1 0.1
Cl -1.968086 -0.178753 7.953797 0.0 0.0 0.0
Cl -2.517346 2.599646 8.510914 0.0 0.0 0.0
Cl -0.409525 1.231153 9.930979 0.0 0.0 -0.1
Cl -0.095126 1.847717 7.123567 -0.5 -0.4 0.9
C 8.320152 6.783127 5.448252 0.1 0.0 0.0
Cl 7.943004 7.691440 6.913185 0.0 0.0 0.0
Cl 9.635000 7.574471 4.584810 0.0 0.0 0.0
Cl 8.798964 5.138192 5.882591 0.0 0.0 0.0
Cl 6.888281 6.715714 4.404525 0.1 0.0 -0.1
C 6.332812 -1.868332 -6.545731 0.0 0.0 0.0
Cl 6.889902 -1.044084 -5.082151 0.0 0.0 0.0
Cl 7.665962 -1.997226 -7.695073 0.0 0.0 0.0
Cl 5.763084 -3.483444 -6.119418 0.0 0.0 0.0
Cl 5.017572 -0.941154 -7.275058 0.0 0.0 0.0
C -3.205712 8.091425 9.392990 -0.1 0.0 0.0
Cl -3.134486 8.716507 7.741341 0.1 -0.1 0.1
Cl -1.899194 8.788625 10.351840 0.0 0.0 0.0
Cl -4.758022 8.515653 10.110875 0.0 0.0 0.0
Cl -3.051567 6.322798 9.373577 0.1 0.0 0.0
C -9.808012 -6.124527 -1.623194 -0.1 0.0 0.0
Cl -9.509977 -4.429914 -1.225604 0.0 -0.1 0.0
Cl -8.283288 -7.015351 -1.586091 0.0 0.0 0.0
Cl -10.927553 -6.818660 -0.448456 0.0 0.0 0.0
Cl -10.510665 -6.231566 -3.241641 0.0 0.0 0.0
C -0.877953 0.671670 -0.256530 -0.1 -0.2 -0.1
Cl -1.463192 1.738045 1.035745 -0.2 -0.2 0.0
Cl 0.527375 1.409370 -1.031572 0.1 0.0 0.0
Cl -0.373853 -0.907896 0.404403 -0.3 0.9 -0.1
Cl -2.146498 0.415797 -1.445836 0.0 0.0 0.1
C -11.456107 3.384523 -0.113509 0.0 0.0 0.0
Cl -12.967736 2.476577 -0.097861 0.0 0.1 0.0
Cl -11.768957 5.050347 0.381964 0.0 0.0 0.0
Cl -10.307103 2.640819 1.006642 0.0 0.0 0.0
Cl -10.765283 3.377874 -1.742643 -0.1 0.0 0.0
C 8.203691 -8.785429 -7.601412 0.0 0.0 0.0
Cl 6.470656 -8.598953 -7.899654 0.0 0.0 0.0
Cl 8.997335 -7.216477 -7.777399 0.0 0.0 0.0
Cl 8.463610 -9.393425 -5.962817 0.0 0.0 0.0
Cl 8.879464 -9.925561 -8.765740 0.0 0.0 0.0
```
Forces are in eV/Å.

E_tot = -41492.72238 Eh
Highest occupied orbital energy = -11.061 eV
Total charge = +1
Orbital gap = 6.359 eV

Mulliken atomic charge list, values in e, 2 entries: -0.163, 0.062

Entry 2:
Formula: C28H14Br4NO4RhS
Source: the Open Molecules 2025 dataset
Level of theory: ωB97M-V/def2-TZVPD

```
53
Properties=species:S:1:pos:R:3:forces:R:3
Rh -0.214223 -0.085717 -0.620608 -0.1 1.1 0.4
C -3.872542 0.381312 -2.805606 0.3 0.0 0.2
C -4.791094 0.563793 -1.775526 -0.2 0.0 0.0
C -4.367251 0.593785 -0.460300 0.1 0.1 0.3
C -3.012284 0.426054 -0.159301 -0.4 0.0 -0.8
C -2.107146 0.179110 -1.201195 0.8 -1.1 1.3
C -2.526163 0.183311 -2.516470 -0.3 0.0 -0.4
C -2.429804 0.528895 1.162487 1.0 0.0 0.0
C -3.162497 0.645311 2.357599 -0.3 0.1 0.5
C -2.527617 0.662739 3.563700 0.0 0.0 -0.3
C -1.116978 0.615433 3.606490 0.0 0.0 -0.5
C -0.382590 0.584210 4.802859 0.4 0.0 0.3
C 0.991404 0.580991 4.783085 -0.5 0.0 0.2
C 1.668799 0.666594 3.559193 -0.1 0.0 -0.4
C 0.979776 0.684498 2.371894 0.5 -0.1 0.1
C -0.425306 0.591286 2.364485 -0.1 0.2 0.5
N -1.090163 0.496422 1.184744 -0.4 -0.2 -0.3
H -4.203546 0.386430 -3.837255 0.0 0.0 0.0
H -5.842268 0.700235 -2.003768 0.0 0.0 0.0
H -5.084349 0.764396 0.335788 -0.1 0.0 -0.1
H -1.814304 0.015629 -3.314513 0.1 -0.1 0.1
H -4.241954 0.686907 2.313225 0.0 0.0 0.0
H -3.088295 0.728347 4.488836 0.0 -0.1 0.0
H -0.917506 0.566748 5.746595 0.0 0.0 0.0
H 1.546169 0.527059 5.711667 0.0 0.0 0.0
H 2.749805 0.713292 3.538522 0.0 0.0 0.0
H 1.511310 0.746186 1.428846 -0.1 0.0 -0.1
O 0.272269 -2.856490 -3.861154 0.0 0.0 0.1
C 0.428570 -2.469115 -2.696509 -0.2 0.1 -0.1
O 0.028610 -1.331189 -2.292640 0.1 0.7 -0.4
C 1.128172 -3.427197 -1.746118 0.1 0.0 0.1
C 1.629633 -4.595383 -2.322215 0.1 -0.1 0.0
C 2.345745 -5.530050 -1.599022 0.0 0.0 0.0
C 2.616148 -5.281854 -0.257455 0.0 0.0 0.0
C 2.119159 -4.143439 0.339720 -0.1 0.0 -0.1
C 1.330284 -3.221596 -0.373600 -0.1 -0.1 -0.2
S 0.638715 -1.972025 0.623530 -1.0 0.7 -0.4
H 1.434116 -4.742654 -3.375943 0.0 0.1 0.0
H 2.702433 -6.438785 -2.070536 0.0 0.0 0.0
H 3.212438 -5.982743 0.317419 0.0 0.0 0.0
H 2.312488 -3.934554 1.385497 0.0 -0.1 0.0
Br 4.919411 4.829534 -2.363823 0.1 0.0 0.0
C 3.296812 4.032371 -1.788500 -0.3 0.2 0.1
C 2.213452 4.824482 -1.453122 0.3 0.0 -0.1
Br 2.337057 6.716691 -1.528852 0.0 0.1 0.0
C 1.011776 4.213845 -1.059992 -0.3 -0.4 0.0
Br -0.522850 5.234480 -0.591995 0.0 0.1 0.0
C 0.842665 2.823889 -1.012415 0.5 0.4 -0.3
O -0.280752 2.258292 -0.738414 -0.3 -1.2 -0.2
C 2.016769 1.993227 -1.261709 -0.2 0.0 0.2
O 1.904953 0.735396 -1.078133 0.4 -0.4 0.2
C 3.185977 2.634908 -1.694005 0.1 0.0 0.0
Br 4.646571 1.496701 -2.125485 -0.1 0.0 0.1
```
Forces are in eV/Å.

E_tot = -12236.02453 Eh
Highest occupied orbital energy = -1.132 eV
Total charge = -2
Orbital gap = 5.162 eV

Mulliken atomic charge list, values in e, 2 entries: 0.040, -0.607

Entry 3:
Formula: C28H15B4F9O39V
Source: the Open Molecules 2025 dataset
Level of theory: ωB97M-V/def2-TZVPD

```
96
Properties=species:S:1:pos:R:3:forces:R:3
O -0.481194 1.857410 -1.491932 1.5 -2.2 1.9
V 0.201236 0.792974 -0.545102 -2.3 1.1 -1.4
O -1.477080 -5.184819 -6.605726 0.4 0.5 0.3
C -1.261132 -4.829812 -5.473465 -0.7 -0.9 -1.3
O -1.658948 -3.709384 -4.928120 -0.3 1.1 0.1
B -1.486384 -3.737696 -3.464837 1.2 -1.4 -1.2
O -0.796460 -5.042048 -3.263103 -0.2 0.1 1.1
C -0.669573 -5.724419 -4.390851 -0.3 0.3 -0.2
O -0.282208 -6.838116 -4.569242 0.2 0.0 0.4
O -2.743067 -3.545743 -2.774872 0.0 -0.2 -0.2
C -2.725007 -2.395441 -2.140737 -0.6 -0.1 1.0
O -3.631681 -1.917518 -1.526983 0.1 0.4 -0.2
C -1.296244 -1.844851 -2.224404 0.9 -0.5 -0.5
O -0.597166 -2.631795 -3.013525 -0.5 0.9 0.7
O -0.875952 -0.875338 -1.635252 0.1 0.6 0.0
O -6.315723 0.621532 5.208895 0.3 -0.3 -0.1
C -5.279299 0.267528 4.723275 -1.0 0.8 0.6
O -5.061245 0.099344 3.428834 0.9 -0.6 -0.7
B -3.694733 -0.396827 3.246286 0.2 0.4 1.3
O -3.060000 -0.345482 4.600637 -0.2 -0.4 -0.6
C -3.976013 0.002506 5.485083 0.2 -0.1 0.8
O -3.806351 0.087946 6.668966 -0.1 0.0 -0.3
O -3.586917 -1.728701 2.634848 -0.3 0.2 0.4
C -2.721259 -1.708312 1.656578 0.2 -0.1 -1.1
O -2.352078 -2.615753 0.972795 0.2 0.1 0.3
C -2.284565 -0.230141 1.470891 0.1 0.5 0.3
O -2.808877 0.477680 2.423591 -0.2 0.0 -1.0
O -1.555722 0.241395 0.615510 0.8 -0.1 -0.2
O 3.552294 -6.861288 -2.938525 0.1 0.4 0.0
C 3.558258 -5.869035 -2.262653 0.0 -1.6 -0.6
O 3.431922 -4.628719 -2.686322 -0.2 1.2 0.7
B 3.483262 -3.734035 -1.491986 1.2 -0.9 -0.4
O 3.734361 -4.625236 -0.366125 0.0 0.4 0.8
C 3.722389 -5.889046 -0.740272 -0.3 -0.3 0.0
O 3.785110 -6.861985 -0.042914 0.2 0.4 -0.1
O 4.582912 -2.718736 -1.590272 -1.0 -0.8 -0.4
C 4.057894 -1.534025 -1.427415 1.3 0.7 1.0
O 4.705728 -0.526969 -1.295018 -0.8 -0.2 -0.2
C 2.539333 -1.688511 -1.190708 0.5 0.2 -0.7
O 2.263622 -2.950386 -1.238953 -0.8 0.5 -0.2
O 1.795571 -0.748019 -1.006340 -0.5 0.2 0.3
O -4.153758 3.467568 6.051597 0.5 -0.6 -0.5
C -3.343363 3.810478 5.239830 -0.5 1.6 0.6
O -3.044914 3.331645 4.063284 0.2 -1.2 -0.7
B -2.092883 4.207459 3.341340 -1.6 -0.2 -0.5
O -1.954359 5.371518 4.188474 1.1 -0.1 -0.8
C -2.592999 5.161999 5.321523 -0.8 0.7 1.8
O -2.690093 5.937157 6.238545 0.4 -0.4 -0.7
O -2.654464 4.520271 1.986501 0.1 0.4 0.7
C -1.960202 3.912800 1.064580 -0.3 -0.3 -1.2
O -2.175882 3.850988 -0.116902 0.0 0.3 0.4
C -0.799489 3.184884 1.738809 -0.9 -0.3 -0.9
O -0.885878 3.421315 3.006086 1.4 -0.1 0.8
O -0.031975 2.454206 1.145578 0.6 -0.1 0.6
C 2.769476 3.469667 2.167456 1.0 -0.3 -0.7
C 2.457551 4.215118 0.850665 -1.4 0.3 2.2
O 3.358679 3.927062 -0.200669 0.8 -0.3 -0.6
C 3.166706 2.851967 -0.959797 -1.3 1.1 0.4
O 2.255902 2.079455 -0.833953 0.1 -0.4 0.0
C 4.127579 2.815645 -2.163557 1.0 -1.1 0.0
F 3.463822 2.552849 -3.283187 -0.2 0.2 0.1
F 4.822675 3.939755 -2.322764 -0.2 0.3 0.0
F 5.011475 1.827139 -1.972373 -0.2 0.6 0.0
H 2.998903 2.420758 1.972081 -0.2 -0.1 0.0
H 2.014922 3.511725 2.950450 -0.3 0.3 -0.4
H 3.675572 3.915095 2.582744 0.1 -0.1 0.1
H 2.534041 5.264447 1.135621 0.5 0.2 -0.7
H 1.410987 4.110480 0.570011 0.3 -0.5 -0.5
C -0.037447 1.069576 5.421968 -0.1 -1.1 -0.1
C 0.295933 0.932818 3.961722 -1.3 0.5 -0.9
O 0.752908 -0.406845 3.634970 1.0 -0.7 0.3
C 1.171713 -0.725226 2.439409 -0.6 0.7 0.3
O 1.210642 0.000439 1.468917 -0.2 0.1 0.0
C 1.668208 -2.183969 2.329652 -0.1 -0.6 0.0
F 1.230685 -2.737452 1.207249 0.1 0.4 -0.1
F 3.011717 -2.134624 2.319611 -0.1 -0.1 0.0
F 1.266651 -2.984016 3.313465 0.2 0.4 0.4
H -0.284747 2.108536 5.628689 0.2 0.0 0.1
H 0.767253 0.661810 6.034823 0.1 0.5 0.2
H -0.919615 0.461224 5.626467 0.0 0.1 0.1
H 0.938752 1.730191 3.594634 0.5 -0.5 -0.1
H -0.630355 1.009479 3.393585 0.0 0.3 0.0
C -2.435830 0.974351 -5.778266 -0.3 -0.1 -0.3
C -1.348287 0.944985 -4.717573 -1.2 0.7 -0.3
O -0.343835 0.053886 -5.174619 0.2 -0.6 -0.4
C 0.752909 -0.029706 -4.472251 0.9 -0.2 0.8
O 1.019472 0.554415 -3.455178 -0.1 0.0 -0.4
C 1.803470 -1.017321 -5.076509 -0.2 0.9 0.3
F 1.424019 -1.468811 -6.261160 0.0 -0.5 -0.1
F 2.956020 -0.347586 -5.242222 0.1 0.1 -0.1
F 2.046149 -2.007016 -4.224955 -0.2 -0.2 -0.2
H -3.387213 1.277272 -5.340021 0.1 0.4 0.0
H -2.660501 0.002173 -6.219812 0.4 -0.2 0.2
H -2.163738 1.626508 -6.608315 -0.1 0.1 0.1
H -1.800451 0.648753 -3.770355 0.5 -0.3 0.1
H -0.921527 1.942571 -4.606433 0.1 -0.1 0.2
```
Forces are in eV/Å.

Expectation value of S² = 0.798
E_tot = -5953.78521 Eh
Highest occupied orbital energy (spin up / spin down) = -5.965 / -5.965 eV
Total charge = -2
Orbital gap (spin up / spin down) = 7.602 / 8.172 eV
Multiplicity = 2

Mulliken atomic charge list, values in e, 2 entries: -0.136, 2.405

Number 1: M 3484.11 g/mol. Number 2: M 883.01 g/mol. Number 3: M 1240.56 g/mol.